[1]
A structure of composition C16H22F3N6OPS2Zn. Source: the Open Molecules 2025 dataset; level of theory: ωB97M-V with the def2-TZVPD basis set.

**Energy above the lowest of the compared OMol25 structures with the same formula, charge and spin**: 10.42 kcal/mol
**HOMO level**: -7.514 eV
**Orbital gap**: 6.57 eV

Positions of all 52 atoms, in Å:
Zn: 0.07 -1.86 -1.36
S: 0.15 -4.13 -1.50
C: 1.43 -3.73 -2.63
S: 1.79 -2.03 -2.89
C: 2.12 -4.71 -3.29
C: 3.18 -4.38 -4.20
N: 4.03 -4.11 -4.93
C: 1.84 -6.10 -3.08
N: 1.61 -7.21 -2.92
C: 2.40 -1.44 2.50
N: 1.78 -0.13 2.28
C: 2.34 0.95 3.06
P: 0.34 -0.01 1.50
O: 0.29 -1.09 0.47
N: 0.29 1.51 0.88
C: 1.40 1.94 0.03
C: -0.58 2.59 1.31
N: -0.98 -0.13 2.48
C: -0.91 0.49 3.81
C: -1.81 -1.33 2.46
H: 2.32 -1.74 3.55
H: 3.46 -1.38 2.24
H: 1.94 -2.19 1.87
H: 2.21 0.79 4.14
H: 1.87 1.90 2.81
H: 3.41 1.04 2.86
H: 2.00 1.08 -0.28
H: 2.05 2.65 0.55
H: 1.01 2.42 -0.86
H: -1.48 2.20 1.77
H: -0.87 3.19 0.45
H: -0.08 3.26 2.02
H: -0.32 1.40 3.79
H: -0.47 -0.19 4.54
H: -1.91 0.75 4.14
H: -1.71 -1.85 1.51
H: -2.86 -1.05 2.60
H: -1.53 -2.02 3.26
F: -2.49 4.01 -4.09
C: -2.99 3.47 -2.97
F: -2.81 4.36 -1.98
F: -4.31 3.32 -3.14
C: -2.32 2.16 -2.63
C: -1.37 1.59 -3.46
C: -0.80 0.39 -3.07
N: -1.13 -0.22 -1.93
C: -2.06 0.33 -1.15
C: -2.69 1.51 -1.46
H: -1.08 2.06 -4.38
H: -0.05 -0.11 -3.68
H: -2.30 -0.20 -0.23
H: -3.44 1.93 -0.80

[2]
A cluster of 3 separate species, C16H22F5N2O4 in total at a distorted geometry. Source: the Open Molecules 2025 dataset; level of theory: ωB97M-V with the def2-TZVPD basis set.

**Charge**: -1
**HOMO level**: -1.287 eV
**Orbital gap**: 2.87 eV

Positions of all 49 atoms, in Å:
C: -3.47 2.84 -2.71
C: -2.87 3.20 -1.37
C: -1.51 3.31 -1.26
C: -0.90 3.58 -0.08
C: -1.68 3.78 1.03
C: -1.00 4.04 2.37
C: -0.04 2.92 2.83
C: -0.61 1.51 2.51
C: 0.18 0.75 1.42
C: -0.71 -0.14 0.53
C: -0.21 -0.37 -0.88
F: 0.43 0.69 -1.43
F: -1.29 -0.62 -1.69
C: 0.72 -1.59 -1.06
F: 1.93 -1.32 -0.54
F: 0.23 -2.71 -0.54
F: 0.93 -1.80 -2.38
C: -3.04 3.70 0.95
C: -3.63 3.41 -0.26
H: -3.71 1.78 -2.80
H: -4.34 3.46 -2.90
H: -2.72 3.05 -3.48
H: -0.88 3.17 -2.14
H: 0.17 3.64 0.01
H: -1.74 4.26 3.15
H: -0.40 4.95 2.28
H: 0.87 3.04 2.21
H: -0.48 0.91 3.42
H: -1.69 1.51 2.31
H: 0.89 0.09 1.92
H: 0.78 1.42 0.81
H: -0.77 -1.12 1.00
H: -1.74 0.22 0.46
H: -3.60 3.86 1.86
H: -4.71 3.32 -0.29
C: 3.62 -4.23 1.09
N: 4.01 -3.50 2.33
O: 5.15 -3.62 2.72
O: 3.15 -2.84 2.87
H: 4.48 -4.77 0.73
H: 2.81 -4.90 1.34
H: 3.30 -3.48 0.37
C: 2.25 -4.55 -2.72
N: 1.70 -5.70 -1.95
O: 0.85 -6.38 -2.49
O: 2.15 -5.88 -0.84
H: 1.76 -4.52 -3.69
H: 2.04 -3.65 -2.16
H: 3.31 -4.71 -2.83